1.
The following is a DFT calculation (ωB97M-V/def2-TZVPD) of the molecule C17H22N2O3.

Last column: natural (NBO) charge in e.
Geometry (Å):
O: 3.70 -0.22 0.46  -0.603
O: -1.02 -0.79 -2.16  -0.626
O: -3.20 -2.57 1.65  -0.545
N: -2.30 -0.74 -0.29  -0.612
N: 3.14 1.75 -0.57  -0.483
C: 5.21 2.44 -1.39  -0.406
C: -3.78 -4.24 0.05  -0.431
C: -0.42 0.74 -0.45  -0.141
C: -2.88 -3.03 0.34  0.089
C: -3.11 -1.88 -0.65  -0.244
C: 5.29 0.98 -0.96  -0.501
C: -0.12 2.72 0.89  -0.201
C: 3.97 0.72 -0.26  0.690
C: 1.76 1.76 -0.24  0.213
C: 2.12 3.80 1.21  -0.639
C: -0.95 1.74 0.37  -0.192
C: 0.94 0.77 -0.76  -0.165
C: -4.24 -3.36 2.20  -0.063
C: 1.24 2.74 0.61  -0.019
C: -4.95 -4.01 1.01  -0.432
C: 3.70 2.68 -1.51  -0.196
C: -1.25 -0.34 -1.05  0.669
H: 3.34 2.46 -2.53  0.187
H: 3.42 3.71 -1.27  0.201
H: -5.67 -3.32 0.58  0.203
H: -4.16 -1.59 -0.64  0.190
H: 5.35 0.31 -1.82  0.228
H: -0.54 3.48 1.53  0.210
H: 6.13 0.75 -0.31  0.236
H: 5.74 2.64 -2.32  0.218
H: -5.46 -4.93 1.29  0.219
H: 1.72 4.12 2.17  0.223
H: -1.81 -3.30 0.32  0.188
H: -4.09 -4.27 -0.99  0.221
H: 1.34 0.01 -1.40  0.239
H: -3.26 -5.16 0.30  0.213
H: -3.81 -4.13 2.86  0.163
H: -4.88 -2.71 2.79  0.188
H: -2.82 -2.17 -1.66  0.239
H: -2.34 -0.48 0.68  0.407
H: 2.18 4.67 0.56  0.218
H: 3.12 3.41 1.37  0.226
H: -2.00 1.76 0.59  0.216
H: 5.63 3.08 -0.61  0.207

Its frontier orbital gap is 9.84 eV. As for the multiplicity: 1.

---

2.
The following is a DFT calculation (ωB97M-V/def2-TZVPD) of the molecule C17H22N2O3.

Last column: natural (NBO) charge in e.
Geometry (Å):
O: 4.42 0.37 -1.81  -0.536
O: -5.88 0.45 -0.33  -0.670
O: 1.96 -1.92 1.07  -0.642
N: 0.65 2.52 1.27  -0.333
N: 2.86 0.08 1.61  -0.613
C: 3.15 1.00 -1.77  -0.061
C: -4.14 -1.21 -0.11  -0.119
C: 4.67 -0.57 -0.79  -0.077
C: 0.53 -0.02 1.04  -0.327
C: -5.09 -2.32 -0.43  -0.646
C: 0.54 1.37 1.16  0.278
C: -0.54 -0.80 0.74  0.003
C: -4.23 2.57 0.25  -0.630
C: 1.84 -0.72 1.24  0.681
C: -1.91 -0.44 0.47  -0.153
C: -2.38 0.88 0.49  -0.152
C: 2.00 0.11 -2.24  -0.645
C: -4.59 0.12 -0.08  0.399
C: 4.22 -0.38 1.73  -0.224
C: -2.81 -1.46 0.16  -0.134
C: 5.09 0.08 0.55  -0.441
C: -3.71 1.17 0.23  -0.072
H: 2.70 1.08 1.70  0.410
H: 1.08 0.68 -2.24  0.213
H: -4.65 2.83 -0.72  0.226
H: -5.91 -2.36 0.29  0.216
H: 5.49 -1.17 -1.18  0.192
H: 1.87 -0.75 -1.58  0.209
H: 4.65 0.00 2.67  0.200
H: -3.44 3.27 0.49  0.221
H: -2.46 -2.48 0.14  0.210
H: 6.13 -0.15 0.77  0.213
H: 4.19 -1.47 1.76  0.230
H: -1.71 1.69 0.72  0.225
H: -0.32 -1.86 0.68  0.243
H: 2.94 1.39 -0.76  0.154
H: 3.25 1.86 -2.44  0.187
H: -4.58 -3.27 -0.41  0.234
H: 3.81 -1.22 -0.63  0.179
H: 2.20 -0.25 -3.24  0.213
H: -6.39 -0.35 -0.53  0.487
H: -5.03 2.66 0.99  0.226
H: 5.01 1.17 0.45  0.212
H: -5.52 -2.19 -1.43  0.216

Its frontier orbital gap is 8.02 eV. As for the multiplicity: 1.

---

Computed stability ranking, most favorable first: 1, 2

---

1.
The following is a DFT calculation (ωB97M-V/def2-TZVPD) of the molecule CH5N3O2.

Last column: natural (NBO) charge in e.
Geometry (Å):
O: 1.36 1.51 -2.34  -0.376
O: -1.69 0.12 0.03  -0.595
N: 0.43 0.34 -0.78  -0.304
N: 0.75 1.53 -1.29  0.251
N: -0.32 0.32 0.38  -0.001
C: 0.19 -0.87 1.14  -0.436
H: 0.19 -1.81 0.57  0.185
H: 0.52 -0.50 -1.37  0.355
H: -0.48 -1.00 1.99  0.219
H: 1.18 -0.61 1.48  0.221
H: -2.12 0.98 0.18  0.481

Its frontier orbital gap is 10.42 eV. As for the multiplicity: 1.

---

2.
The following is a DFT calculation (ωB97M-V/def2-TZVPD) of the molecule CH5N3O2.

Last column: natural (NBO) charge in e.
Geometry (Å):
O: -0.47 0.11 -2.08  -0.537
O: 1.94 -0.37 -0.07  -0.566
N: -0.68 0.13 1.77  -0.737
N: 1.03 0.78 0.41  -0.375
N: -0.94 -0.20 -0.87  -0.343
C: -0.28 0.42 0.40  0.482
H: -1.70 0.02 1.80  0.327
H: 1.39 0.99 1.46  0.415
H: -1.96 -0.35 -0.90  0.388
H: 1.24 -1.13 0.31  0.467
H: 0.43 -0.39 -2.22  0.481

Its frontier orbital gap is 9.45 eV. As for the multiplicity: 1.

---

3.
The following is a DFT calculation (ωB97M-V/def2-TZVPD) of a cluster of 2 separate species, CH5N3O2 in total.

Last column: natural (NBO) charge in e.
Geometry (Å):
O: 1.52 0.65 -1.34  -0.387
O: 0.21 -1.02 -1.82  -0.400
N: 0.54 -0.05 -1.16  0.501
N: 0.53 0.75 1.09  -0.844
N: -0.99 -0.96 0.55  -0.850
C: -0.25 0.13 0.12  0.311
H: -0.13 1.28 1.75  0.395
H: -0.96 -1.63 -0.31  0.413
H: -1.11 0.91 -0.82  0.070
H: 1.18 1.33 0.57  0.407
H: -0.54 -1.38 1.38  0.385

Its frontier orbital gap is 9.66 eV. As for the multiplicity: 1.

---

Computed stability ranking, most favorable first: 3, 1, 2

---

1.
The following is a DFT calculation (ωB97M-V/def2-TZVPD) of a cluster of 2 separate species, C9H11O3 in total.

Last column: natural (NBO) charge in e.
Geometry (Å):
O: -0.90 0.31 1.47  -0.742
O: -2.26 -1.85 -0.67  -0.721
O: -1.02 -2.16 1.10  -0.784
C: 0.32 0.16 -0.57  -0.281
C: 0.50 2.15 0.87  -0.327
C: 3.16 2.61 -1.72  -0.618
C: -1.85 -2.59 0.22  0.768
C: 1.32 0.70 -1.32  -0.209
C: -0.05 0.90 0.62  0.365
C: 1.52 2.62 0.08  -0.198
C: 2.06 1.86 -0.95  -0.103
C: -2.46 -3.96 0.42  -0.727
H: -1.90 -4.79 0.00  0.212
H: 1.58 0.25 -2.30  0.185
H: -1.00 -0.79 1.20  0.509
H: 2.98 3.67 -1.46  0.202
H: -2.76 -4.14 1.47  0.210
H: -0.13 -0.81 -0.80  0.257
H: -3.47 -3.80 -0.05  0.218
H: 4.16 2.36 -1.27  0.199
H: 3.03 2.44 -2.77  0.205
H: 1.98 3.57 0.35  0.179
H: 0.23 2.71 1.75  0.202

Its charge is -1. Its frontier orbital gap is 7.58 eV. As for the multiplicity: 1.

---

2.
The following is a DFT calculation (ωB97M-V/def2-TZVPD) of a cluster of 2 separate species, C9H11O3 in total.

Last column: natural (NBO) charge in e.
Geometry (Å):
O: 1.41 0.50 1.31  -0.638
O: 3.45 -2.88 1.23  -0.763
O: 2.86 -2.91 -0.95  -0.829
C: -1.50 0.63 -0.68  -0.197
C: 2.80 -3.29 0.28  0.787
C: -0.91 2.92 -0.05  -0.206
C: 1.78 -4.56 0.58  -0.771
C: -0.33 0.11 0.00  -0.229
C: 0.14 2.48 0.64  -0.271
C: 0.36 1.09 0.68  0.286
C: -1.74 1.95 -0.62  -0.067
C: -2.88 2.64 -1.41  -0.614
H: -1.13 3.96 -0.09  0.202
H: 0.74 -4.19 0.79  0.187
H: -3.34 3.37 -0.69  0.196
H: -2.18 -0.14 -1.09  0.212
H: 1.73 -5.27 -0.25  0.189
H: 1.97 1.00 1.67  0.456
H: -2.52 3.17 -2.23  0.203
H: -3.69 2.03 -1.82  0.205
H: -0.01 -0.88 0.00  0.253
H: 2.30 -4.93 1.41  0.202
H: 0.68 3.19 1.28  0.205

Its charge is -1. Its frontier orbital gap is 6.46 eV. As for the multiplicity: 1.

---

Computed stability ranking, most favorable first: 1, 2

---

1.
The following is a DFT calculation (ωB97M-V/def2-TZVPD) of the molecule CH4N2O2S.

Last column: natural (NBO) charge in e.
Geometry (Å):
S: -1.64 -0.61 1.03  -0.036
O: -1.13 0.56 -1.68  -0.368
O: 0.99 0.92 -1.34  -0.380
N: -0.08 0.46 -1.08  0.514
N: 1.04 0.14 1.05  -0.821
C: 0.03 -0.40 0.24  -0.073
H: 0.30 -1.41 -0.21  0.228
H: -2.47 -0.75 0.00  0.155
H: 2.00 -0.08 0.92  0.399
H: 0.95 1.17 1.06  0.383

Its frontier orbital gap is 9.96 eV. As for the multiplicity: 1.

---

2.
The following is a DFT calculation (ωB97M-V/def2-TZVPD) of the molecule CH4N2O2S.

Last column: natural (NBO) charge in e.
Geometry (Å):
S: 1.79 0.24 -0.39  1.564
O: 2.02 -1.16 0.05  -1.004
O: 1.77 1.24 0.67  -0.980
N: -0.93 1.05 -0.30  -0.743
N: -0.72 -1.19 -0.05  -0.771
C: -0.25 -0.03 -0.48  0.301
H: -0.33 1.82 -0.23  0.418
H: -1.60 -1.33 0.36  0.384
H: -1.81 1.16 0.09  0.382
H: 0.06 -1.80 0.26  0.448

Its frontier orbital gap is 9.06 eV. As for the multiplicity: 1.

---

Computed stability ranking, most favorable first: 2, 1

---

1.
The following is a DFT calculation (ωB97M-V/def2-TZVPD) of the molecule C3H5ClS.

Last column: natural (NBO) charge in e.
Geometry (Å):
Cl: 1.39 -0.41 1.70  -0.018
S: -1.14 0.64 -1.80  -0.010
C: -0.75 -1.28 0.46  -0.428
C: 0.15 -0.33 0.44  -0.017
C: 0.10 0.87 -0.55  -0.563
H: -1.27 1.88 -2.17  0.125
H: -0.64 -2.16 1.18  0.228
H: 0.96 0.93 -1.05  0.218
H: 0.02 1.79 0.03  0.235
H: -1.65 -1.19 -0.22  0.230

Its frontier orbital gap is 10.24 eV. As for the multiplicity: 1.

---

2.
The following is a DFT calculation (ωB97M-V/def2-TZVPD) of a structure of composition C3H5ClS.

Last column: natural (NBO) charge in e.
Geometry (Å):
Cl: -2.00 -1.29 0.19  0.031
S: -1.38 1.71 0.18  0.050
C: -0.83 -0.04 -0.03  -0.208
C: 0.49 -0.42 -0.71  -0.456
C: 0.91 -0.44 0.77  -0.390
H: 0.38 -1.25 -1.32  0.231
H: -0.32 2.21 -0.24  0.101
H: 0.81 -1.35 1.25  0.212
H: 0.95 0.35 -1.30  0.212
H: 0.99 0.52 1.20  0.216

Its frontier orbital gap is 8.71 eV. As for the multiplicity: 1.

---

3.
The following is a DFT calculation (ωB97M-V/def2-TZVPD) of the molecule C3H5ClS.

Last column: natural (NBO) charge in e.
Geometry (Å):
Cl: -3.15 1.30 -0.38  0.053
S: -1.87 -1.55 -0.18  -0.057
C: -1.70 0.42 -0.74  -0.234
C: 0.63 -0.20 0.07  -0.639
C: -0.84 -0.06 0.34  -0.318
H: -1.11 0.15 1.41  0.251
H: 1.16 -0.20 1.02  0.233
H: 0.90 0.75 -0.57  0.213
H: 0.72 -1.13 -0.61  0.242
H: -1.26 0.18 -1.70  0.255

Its frontier orbital gap is 9.38 eV. As for the multiplicity: 1.

---

Computed stability ranking, most favorable first: 1, 3, 2